The following is a quantum chemistry calculation of a structure of composition C31H35AsBN7O6RuS2 in a non-equilibrium geometry, from OMol25.

Positions of all 84 atoms, in Å:
Ru  -0.32303  0.14156  -1.26236
C  3.39982  -2.97168  1.87368
C  3.50674  -1.47905  1.87342
C  4.42041  -0.64667  2.55521
C  4.05011  0.65593  2.29024
C  4.61420  1.91936  2.84767
N  3.00261  0.63023  1.51614
N  2.63910  -0.74534  1.22011
B  2.46449  1.72861  0.52223
N  2.74968  1.15055  -0.87710
N  1.85170  0.42190  -1.73822
C  2.52268  0.14779  -2.86429
C  2.19118  -0.99472  -3.79765
C  3.78456  0.80009  -2.85723
C  3.91714  1.37478  -1.59221
C  5.07567  1.99477  -0.95477
N  0.99952  2.06340  0.68210
N  0.16097  2.04896  -0.46785
C  -0.98010  2.73862  -0.08824
C  -2.04987  2.99302  -1.13448
C  -0.76806  3.29035  1.18034
C  0.45440  2.78692  1.67139
C  0.97259  3.00033  3.05062
H  3.88772  -3.40711  2.76661
H  2.31118  -3.16949  1.88626
H  3.91492  -3.32270  0.97071
H  5.13211  -0.91931  3.27849
H  5.47424  2.16974  2.25650
H  3.89620  2.75414  2.80965
H  4.94604  1.70392  3.86173
H  3.20120  2.70576  0.69550
H  1.34354  -1.57834  -3.45221
H  1.99953  -0.68556  -4.81955
H  3.05060  -1.62768  -3.85367
H  4.49955  0.66716  -3.67145
H  5.88438  2.13915  -1.66464
H  4.82731  2.92467  -0.45124
H  5.41546  1.32638  -0.10185
H  -2.81448  2.19639  -1.11501
H  -2.57955  3.93091  -0.88494
H  -1.62369  3.08245  -2.15850
H  -1.50290  3.89331  1.81163
H  2.02493  3.33573  3.14784
H  0.26128  3.78282  3.43851
H  0.84192  2.07772  3.64668
O  -0.15862  -0.03446  3.04546
As  -1.19014  -1.19139  1.93936
O  -0.62965  -2.69284  2.29476
O  -0.96335  -0.24140  0.53577
C  -2.80363  -0.40466  2.78945
C  -2.81984  0.15524  4.09732
C  -4.01183  0.42094  4.74174
C  -5.22362  0.11776  4.12142
C  -5.23779  -0.34219  2.77287
C  -4.02889  -0.66228  2.12951
S  -3.97035  -1.42300  0.45226
O  -5.11717  -2.29261  0.28727
O  -2.73512  -2.19006  0.66795
O  -3.94186  -0.36094  -0.55225
H  0.62907  -0.51029  3.27414
H  -1.87282  0.24702  4.53989
H  -4.00026  0.84550  5.74363
H  -6.20406  0.25637  4.59132
H  -6.13084  -0.67576  2.24417
C  -0.01476  -3.19913  -0.86910
C  -1.22962  -2.65155  -1.64024
C  -2.28393  -3.49645  -1.97410
C  -3.25975  -3.15352  -2.89491
C  -3.10480  -1.95757  -3.61769
C  -3.89738  -1.43666  -4.70193
C  -3.67499  -0.23883  -5.31981
C  -2.62000  0.58077  -4.96037
C  -1.87207  0.14098  -3.86621
S  -0.44297  0.84719  -3.30326
C  -2.07232  -1.06425  -3.14616
N  -1.15053  -1.44669  -2.20531
H  0.40230  -4.04056  -1.47655
H  -0.29726  -3.52724  0.11451
H  0.76119  -2.40878  -0.72120
H  -2.33824  -4.59048  -1.55281
H  -4.05448  -3.85190  -3.11256
H  -4.76735  -2.09477  -4.95792
H  -4.31437  0.02342  -6.11112
H  -2.40592  1.51535  -5.44511

Values from the calculation:
Multiplicity: 6
<S²>: 8.8097
Total energy in Ha: -5188.94385
Net charge: -1

---

The following is a quantum chemistry calculation of a structure of composition C31H35Br9N8O16 in a non-equilibrium geometry, from OMol25.

Positions of all 99 atoms, in Å:
C  3.79547  -1.65572  1.49737
N  4.72425  -0.81921  0.70111
O  5.85091  -0.70021  1.15141
O  4.34246  -0.36515  -0.34839
H  3.25807  -0.99646  2.17286
H  4.37400  -2.45613  1.94794
H  3.11555  -2.15933  0.81267
C  6.15761  1.61964  -3.09359
N  4.76458  2.00130  -3.40434
O  3.98499  1.13084  -3.73549
O  4.53112  3.19409  -3.38277
H  6.35454  0.79481  -3.77923
H  6.31160  1.19576  -2.10073
H  6.87374  2.42559  -3.19298
C  3.93973  -7.27206  -3.35638
N  3.79571  -7.00764  -1.93238
O  3.60023  -5.85522  -1.61832
O  3.78442  -7.97008  -1.19750
H  4.75405  -6.74899  -3.85299
H  3.01650  -7.08553  -3.90102
H  4.15914  -8.32753  -3.50727
C  6.69377  -2.05353  -1.82778
N  6.82114  -3.34772  -2.49627
O  7.93249  -3.70865  -2.83775
O  5.84546  -4.06157  -2.57898
H  6.32489  -2.17047  -0.81200
H  6.16129  -1.33995  -2.44853
H  7.70629  -1.68199  -1.67926
C  -1.27946  5.67938  0.90665
C  -1.91461  4.81622  0.03269
C  -1.17940  4.14095  -0.96136
C  0.14862  4.49793  -1.14584
C  0.76031  5.37474  -0.26054
C  0.07197  5.91110  0.82266
N  0.92817  3.82709  -2.20983
O  0.29888  3.49741  -3.18634
O  2.12859  3.74682  -2.08194
H  -1.84417  6.19035  1.67789
H  -2.98603  4.67626  0.08314
H  -1.63373  3.32051  -1.49106
H  1.78889  5.64426  -0.46304
H  0.57088  6.70211  1.36517
C  -4.18920  2.07771  -1.62669
C  -5.09972  1.64871  -0.63318
C  -6.40181  2.13308  -0.63785
C  -6.72637  3.21322  -1.45291
C  -5.90453  3.52691  -2.51958
C  -4.63444  3.01152  -2.57166
N  -8.08373  3.78481  -1.40932
O  -8.89402  3.25215  -0.67205
O  -8.34358  4.73100  -2.12852
H  -3.31297  1.44209  -1.65259
H  -4.86928  0.80239  0.00056
H  -7.11305  1.81547  0.11325
H  -6.19326  4.26722  -3.25389
H  -3.87857  3.37902  -3.25483
C  2.31504  -2.86889  -1.65687
C  1.27010  -3.26179  -0.84802
C  0.25831  -2.35154  -0.51759
C  0.34555  -1.06660  -1.02943
C  1.35710  -0.71265  -1.91949
C  2.30540  -1.63156  -2.29188
N  -0.62838  -0.03463  -0.61013
O  -1.56196  -0.42087  0.06897
O  -0.56870  1.09007  -1.07560
H  3.14181  -3.55225  -1.80826
H  1.23582  -4.23136  -0.37664
H  -0.47938  -2.68992  0.19429
H  1.39729  0.33013  -2.21245
H  3.14875  -1.30791  -2.88668
C  -2.51809  0.58067  3.67131
C  -3.56625  1.50544  3.81285
C  -4.36163  1.61772  4.93902
C  -4.08175  0.73125  5.96896
C  -3.02649  -0.15501  5.94035
C  -2.30773  -0.26162  4.75929
N  -4.85989  0.78988  7.21048
O  -5.99532  1.21811  7.14384
O  -4.30835  0.56035  8.27317
H  -1.90472  0.43262  2.79751
H  -3.67435  2.21129  2.99605
H  -5.19399  2.30288  4.93196
H  -2.73618  -0.85564  6.70808
H  -1.49774  -0.98229  4.74586
C  -4.90436  -2.38651  -0.71947
Br  -5.20732  -3.30084  -2.39633
Br  -3.70834  -3.35020  0.45737
Br  -6.58094  -1.99235  0.33153
H  -4.46804  -1.41182  -0.89046
C  0.66397  -5.45903  2.60004
Br  -0.92182  -5.46879  1.45487
Br  0.01030  -5.87022  4.47426
Br  1.52051  -3.69667  2.43940
H  1.33550  -6.25950  2.32199
C  0.56842  2.15579  1.91797
Br  2.23047  2.52830  0.93725
Br  0.40278  3.29205  3.54444
Br  0.75690  0.31936  2.59097
H  -0.39068  2.22524  1.41872

Values from the calculation:
Total energy in Ha: -26009.45741

---

What is the formula in the second record? C31H35Br9N8O16

---

The highest total energy belongs to which entry? C31H35AsBN7O6RuS2

---

The lowest total energy belongs to which entry? C31H35Br9N8O16